{
  "formula": "CH2FNO2",
  "method": "the ωB97M-V functional and the def2-TZVPD basis",
  "smiles": "O=CN=O.F",
  "de_lowest_kj_mol": 241.9,
  "gap_ev": 8.3,
  "elements": ["F", "O", "O", "N", "C", "H", "H"],
  "positions_angstrom": [[-1.3094, 0.4127, 1.2500], [0.2185, 1.6476, -1.4192], [0.4894, -1.6275, -0.4704], [0.3897, 0.6802, -0.7391], [0.8740, -0.5227, -0.7460], [1.9813, -0.2657, -0.7213], [-2.0508, -0.1113, 1.0165]],
  "forces_ev_per_a": [[-0.73, -0.39, -0.14], [-0.03, -1.15, -0.18], [-0.87, -0.08, -0.21], [-1.45, 3.85, 0.66], [2.73, -2.40, -0.21], [-0.23, -0.16, -0.15], [0.57, 0.33, 0.23]]
}

---

{
  "formula": "C41H62N11O6PTi",
  "method": "the ωB97M-V functional and the def2-TZVPD basis",
  "charge": -1,
  "multiplicity": 2,
  "de_lowest_kj_mol": 116.0,
  "gap_ev": [6.2, 6.5],
  "elements": ["Ti", "P", "O", "O", "O", "O", "O", "O", "N", "N", "N", "N", "N", "N", "N", "N", "N", "N", "N", "C", "C", "C", "C", "C", "C", "C", "C", "C", "C", "C", "C", "C", "C", "C", "C", "C", "C", "C", "C", "C", "C", "C", "C", "C", "C", "C", "C", "C", "C", "C", "C", "C", "C", "C", "C", "C", "C", "C", "C", "C", "H", "H", "H", "H", "H", "H", "H", "H", "H", "H", "H", "H", "H", "H", "H", "H", "H", "H", "H", "H", "H", "H", "H", "H", "H", "H", "H", "H", "H", "H", "H", "H", "H", "H", "H", "H", "H", "H", "H", "H", "H", "H", "H", "H", "H", "H", "H", "H", "H", "H", "H", "H", "H", "H", "H", "H", "H", "H", "H", "H", "H", "H"],
  "positions_angstrom": [[1.1247, -0.0120, -0.1032], [-1.0080, 0.7052, 2.2110], [1.3833, 4.8574, -1.1646], [-1.0216, -1.0800, -0.4831], [3.6418, 4.7544, -3.0664], [0.8915, 1.9237, -0.4037], [2.5389, 0.3346, -1.6045], [4.3668, 1.9123, -3.4775], [1.8201, -2.0354, 0.1470], [-0.0220, 0.1637, -2.7940], [-2.3859, 0.9300, 1.3200], [-1.2138, -0.3191, -3.2245], [3.1302, 0.1565, 1.1936], [2.0207, -2.7119, -2.5879], [-1.4082, -0.0363, -4.4558], [-0.8498, 2.2032, 2.9383], [0.3020, 0.1692, 1.6392], [-1.6192, -0.2946, 3.4634], [-0.3399, 0.6537, -4.8505], [-3.6114, 2.2821, -0.2978], [-2.0725, 2.8635, 3.3927], [3.1165, 1.3586, 2.0367], [0.2364, -4.3335, -2.2971], [3.4381, -2.7875, -2.2672], [3.6921, -1.1766, 3.2037], [3.1423, 3.8155, -2.5092], [-0.1546, 4.5278, 2.5484], [-1.5028, -2.4632, 5.4406], [-1.5089, -1.7216, 3.0561], [1.7499, 2.4524, -1.1619], [4.4051, 0.1153, 0.4425], [-2.2443, 1.7762, 0.1289], [-1.5317, -0.9902, 5.8269], [2.4813, -2.2061, 1.3574], [0.5006, 0.7697, -3.8366], [-1.3474, -0.7008, -7.4422], [-2.1646, -2.6356, 4.0790], [1.9750, 3.8654, -1.5214], [-1.7482, 3.9274, 4.4326], [0.1761, -3.8499, 0.4072], [-0.7752, 4.9899, 3.8696], [3.5367, 2.3322, -2.7022], [-4.4969, 1.1121, -0.7497], [3.3458, -3.5327, 3.2194], [2.7087, -3.4440, 1.9855], [2.6500, 1.5949, -1.8069], [-1.1972, 0.8035, -7.2321], [1.0847, -3.1201, -0.3638], [-2.5369, 1.4783, -6.9441], [-0.6918, -5.0092, -1.5097], [1.7881, -2.7300, -4.0039], [3.0689, -1.0802, 1.9764], [-3.6582, 0.2218, 1.4569], [-0.1261, 1.1576, -6.2235], [-4.2175, -0.1512, 0.0922], [1.1265, -3.4049, -1.7565], [3.8110, -2.3985, 3.8634], [-0.7112, -4.7734, -0.1460], [-0.9002, -0.1258, 4.7462], [0.3001, 3.0811, 2.6464], [-3.2315, -2.3898, 4.1525], [-2.6191, 3.3215, 2.5543], [-0.4590, -2.7933, 5.3697], [3.9036, -3.6482, -2.7723], [3.9321, -1.8696, -2.5858], [-1.3751, -5.7173, -1.9652], [-0.4504, -1.9881, 2.9342], [-1.9989, -0.8894, -8.2988], [-4.3888, 0.8637, 1.9761], [-4.0729, 2.7990, 0.5497], [-1.5700, 2.6082, 0.3469], [3.0148, 2.2326, 1.3941], [0.1262, -3.6321, 1.4681], [-0.0360, 2.2399, -6.1486], [-1.9885, -3.0817, 6.1994], [5.2396, 0.0107, 1.1415], [-0.9365, 0.9223, 5.0374], [-2.4296, 2.5634, -6.8660], [-2.5729, -0.6709, 5.9619], [-3.4988, 3.0194, -1.0955], [0.7646, 2.7681, 1.7203], [-3.4834, -0.7854, -0.4125], [-1.3106, 3.4387, 5.3085], [-0.7964, 1.2276, -8.1583], [4.2882, -2.4571, 4.8335], [-0.3822, -1.1727, -7.6471], [0.8331, 0.7634, -6.5528], [-1.2836, 5.9481, 3.7368], [0.1608, -0.3964, 4.6253], [0.0302, 5.1644, 4.5886], [-3.2431, 1.2696, -7.7514], [-2.6812, 4.3915, 4.7623], [2.3708, -4.3488, 1.5022], [-5.1250, -0.7458, 0.2198], [-2.7393, 2.1127, 3.8189], [4.1070, -0.2853, 3.6586], [4.0437, 1.4670, 2.6085], [-1.3162, -1.1354, -1.4084], [-1.7878, -1.1895, -6.5689], [-1.7825, 1.2262, -0.7013], [3.4754, -4.5084, 3.6758], [2.3792, -1.9293, -4.4573], [3.5781, -2.8896, -1.1964], [4.5280, 1.0358, -0.1259], [0.7340, -2.5621, -4.2281], [0.7027, 5.1518, 2.2868], [-1.0084, -0.8234, 6.7730], [4.3911, -0.7228, -0.2474], [-1.9730, -1.8591, 2.0781], [1.4589, 1.2642, -3.8923], [-4.3014, 0.8950, -1.8027], [-2.9745, 1.1109, -6.0141], [-5.5497, 1.3968, -0.6756], [1.0573, 3.0058, 3.4389], [2.0935, -3.6748, -4.4894], [0.2805, -4.5456, -3.3587], [2.2662, 1.3038, 2.7030], [-0.8666, 4.6286, 1.7223], [-3.5445, -0.6512, 2.0847], [-2.0861, -3.6712, 3.7346], [-1.4225, -5.2854, 0.4924], [-0.9612, -1.9961, -0.1718]],
  "forces_ev_per_a": [[-0.08, -2.09, 1.02], [0.15, 0.00, 0.85], [-0.24, 0.31, 0.18], [-0.03, 0.06, -0.38], [0.16, 0.33, -0.18], [-0.95, 1.47, 0.26], [0.23, -0.03, -0.32], [0.42, -0.22, -0.42], [0.14, -0.49, 0.49], [-0.30, -0.02, -0.15], [-0.47, -0.24, -0.59], [0.42, 0.09, 0.38], [-0.06, -0.20, 0.26], [-0.02, 0.09, 0.24], [-0.21, -0.03, -0.01], [0.02, 0.32, 0.06], [0.15, 0.05, -0.53], [0.33, -0.47, 0.30], [-0.10, 0.19, -1.16], [-0.06, -0.01, 0.02], [0.16, 0.05, -0.03], [0.07, -0.08, -0.18], [-0.05, -0.06, 0.05], [-0.12, 0.05, 0.03], [-0.02, -0.05, 0.09], [-0.08, -0.72, 0.14], [-0.01, 0.07, -0.04], [0.07, 0.00, -0.06], [-0.05, 0.28, 0.09], [0.60, 0.82, -0.62], [-0.19, 0.05, -0.01], [-0.04, -0.10, 0.02], [-0.09, 0.04, 0.07], [-0.08, -0.11, -0.60], [0.39, -0.20, 0.70], [-0.06, -0.17, -0.02], [-0.07, 0.00, 0.00], [0.31, -0.75, -0.16], [0.02, 0.07, 0.00], [-0.23, -0.04, 0.04], [0.00, -0.06, 0.00], [-0.63, 0.58, 0.52], [0.02, -0.06, 0.01], [-0.08, -0.01, -0.10], [0.04, 0.02, 0.26], [0.33, 0.33, -0.36], [-0.20, -0.10, -0.05], [0.20, 0.28, -0.07], [-0.11, 0.02, 0.02], [0.07, 0.06, 0.00], [0.06, 0.04, -0.11], [0.09, 0.28, -0.15], [-0.04, 0.36, -0.04], [0.05, 0.01, 0.46], [0.06, 0.03, -0.13], [0.10, -0.06, -0.21], [-0.02, 0.01, -0.08], [0.06, 0.05, 0.03], [-0.14, -0.01, -0.23], [-0.25, -0.02, 0.26], [0.05, -0.03, -0.01], [0.00, -0.02, 0.01], [-0.04, 0.00, 0.02], [0.02, -0.01, 0.00], [0.03, 0.04, -0.04], [0.03, 0.03, 0.03], [0.04, 0.03, 0.02], [0.03, -0.01, 0.03], [0.00, 0.00, 0.01], [0.00, 0.01, -0.02], [0.02, -0.02, 0.08], [-0.01, 0.03, -0.03], [0.01, -0.02, -0.03], [0.02, 0.08, 0.02], [-0.02, 0.01, 0.00], [0.07, -0.01, 0.05], [-0.01, 0.03, -0.04], [0.02, -0.05, 0.00], [0.07, -0.01, 0.03], [-0.01, -0.03, -0.01], [0.01, -0.08, -0.13], [-0.07, 0.07, 0.05], [0.00, 0.00, -0.05], [-0.07, 0.01, -0.07], [-0.01, 0.00, -0.02], [-0.04, 0.03, 0.01], [0.09, -0.05, 0.01], [0.00, -0.02, -0.03], [0.01, -0.01, 0.00], [-0.02, 0.02, 0.01], [0.04, 0.02, 0.02], [0.02, 0.00, 0.03], [-0.03, -0.04, 0.01], [-0.03, 0.02, -0.02], [0.00, -0.05, 0.02], [-0.01, -0.06, 0.00], [0.06, 0.02, 0.01], [0.05, -0.05, 0.09], [0.06, 0.11, -0.14], [0.00, 0.01, 0.03], [-0.01, 0.02, -0.02], [-0.02, 0.00, 0.00], [-0.03, 0.01, 0.05], [-0.01, 0.00, -0.02], [-0.02, 0.07, 0.02], [-0.03, 0.00, -0.01], [-0.01, -0.01, -0.02], [0.01, -0.02, -0.04], [0.02, 0.05, -0.04], [-0.10, -0.08, 0.05], [-0.01, 0.00, -0.01], [0.05, 0.01, -0.09], [-0.01, -0.01, 0.01], [-0.03, -0.02, 0.07], [-0.02, -0.01, 0.02], [-0.04, 0.00, 0.07], [-0.08, -0.03, 0.06], [0.04, 0.00, 0.06], [0.07, -0.08, 0.03], [-0.01, 0.01, 0.01], [0.03, 0.01, 0.00], [0.14, 0.05, 0.01]]
}

---

{
  "formula": "C4H8N2O",
  "method": "the ωB97M-V functional and the def2-TZVPD basis",
  "smiles": "[H]/N=C/COC(=C)N",
  "de_lowest_kj_mol": 315.5,
  "gap_ev": 8.6,
  "elements": ["O", "N", "N", "C", "C", "C", "C", "H", "H", "H", "H", "H", "H", "H", "H"],
  "positions_angstrom": [[-0.2461, 0.7048, -0.9597], [0.9829, 0.1262, 1.0948], [-1.1929, -1.5614, 0.9512], [1.0392, 0.5966, -0.1664], [-1.5326, -1.0560, -0.1627], [-1.4583, 0.4369, -0.3086], [2.1055, 0.9429, -0.8829], [0.0408, -0.4600, 1.4316], [2.0006, 1.2324, -1.9103], [-1.0476, -2.5671, 0.9736], [3.0861, 0.9294, -0.4398], [-1.5224, 0.9148, 0.6801], [1.5837, 0.5871, 1.7501], [-1.5761, -1.6273, -1.0956], [-2.2629, 0.8007, -0.9556]],
  "forces_ev_per_a": [[2.20, -0.14, 1.08], [-3.14, -1.51, 1.53], [-0.41, 0.03, 0.04], [-1.73, 0.20, -2.42], [0.91, -0.45, 0.25], [-0.30, 0.01, 0.32], [-0.06, 0.04, 0.15], [3.04, 1.87, -0.85], [-0.10, 0.34, -0.09], [-0.21, -0.04, -0.30], [0.13, -0.23, 0.03], [-0.07, -0.09, -0.22], [-0.05, -0.07, 0.28], [-0.39, -0.06, 0.12], [0.19, 0.12, 0.09]]
}

---

{
  "formula": "C4H11N3O",
  "method": "the ωB97M-V functional and the def2-TZVPD basis",
  "smiles": "[H]/N=C(/C)O.C/N=C\\N",
  "de_lowest_kj_mol": 401.3,
  "gap_ev": [8.0, 8.0],
  "elements": ["O", "N", "N", "N", "C", "C", "C", "C", "H", "H", "H", "H", "H", "H", "H", "H", "H", "H", "H"],
  "positions_angstrom": [[-1.9999, 0.9312, 1.0918], [-0.0922, -1.5201, -0.7980], [0.1587, 0.6468, -1.8305], [-0.5701, -0.6913, 1.8438], [0.2759, 1.5127, 1.2920], [-0.7319, 0.4074, 1.0933], [-0.5457, -0.2944, -1.0722], [1.3357, -1.7312, -0.8529], [0.2375, 1.8403, 2.3317], [0.0268, 2.3664, 0.6583], [-0.3321, 1.5280, -1.9304], [1.6626, -1.7369, -1.9017], [1.2779, 1.1463, 1.0643], [-2.6380, 0.2139, 1.2182], [1.9103, -0.9616, -0.3235], [-1.0523, -1.4831, 1.4230], [1.1073, 0.8094, -1.5163], [-1.6028, -0.2791, -1.3729], [1.5726, -2.7043, -0.4182]],
  "forces_ev_per_a": [[-0.25, 0.52, -2.45], [-1.14, 3.16, -0.21], [0.19, 0.56, 1.12], [1.48, 1.41, -3.31], [0.07, 0.20, -1.10], [-0.87, -1.58, 7.72], [0.91, -4.52, -3.53], [-0.14, -0.06, -0.16], [-0.09, -0.19, -0.07], [0.15, 0.03, 0.05], [0.07, -0.10, 0.01], [0.08, 0.07, 0.02], [-0.10, 0.10, 0.08], [0.24, -0.02, 0.16], [-0.01, -0.03, 0.06], [-0.74, 0.01, 0.73], [0.08, -0.04, -0.19], [0.04, 0.29, 1.07], [0.01, 0.18, 0.00]]
}

---

no.,DFT total energy (a.u.)
1,-344.2563
2,-3844.3030
3,-341.8835
4,-398.4013